7 unconnected molecules or ions with the total composition C10H34N2O7 at a distorted geometry, computed with ωB97M-V/def2-TZVPD.

Computed properties:
Electronic energy ... -1037.45593 a.u.
Energy above the lowest of the compared OMol25 structures with the same formula, charge and spin ... 4.352 eV
LUMO energy ... 0.25 eV
Gap between HOMO and LUMO ... 9.02 eV
HOMO energy ... -8.77 eV

Each atom is followed by the atoms it is bonded to, with distances in Å.
Positions of all 53 atoms, in Å:
1 O 0.103 4.475 -0.338  H28 0.973, C33 1.435
2 C 1.218 -2.979 -2.914  C4 1.519, H13 1.076, H27 1.047, H44 1.099
3 H 1.411 -2.505 3.499  O11 0.940
4 C 1.495 -3.786 -1.657  C2 1.519, H12 1.096, H14 1.079, O20 1.400
5 H -2.609 -0.241 -0.684  C38 1.092
6 H -2.494 0.108 3.090  C37 1.080
7 H 0.247 2.407 -0.738  C33 1.126
8 C 0.148 -2.683 2.074  O11 1.407, H21 1.085, H22 1.117, H24 1.132
9 O -0.774 -0.198 0.382  H31 0.968, C38 1.389
10 H 1.060 -0.069 -4.445  C16 1.033
11 O 1.453 -2.482 2.560  H3 0.940, C8 1.407
12 H 2.196 -4.566 -1.976  C4 1.096
13 H 2.153 -2.642 -3.325  C2 1.076
14 H 0.612 -4.264 -1.262  C4 1.079
15 H -2.137 2.072 0.193  C53 1.094
16 C 0.587 0.636 -3.857  H10 1.033, H35 1.084, H40 1.066, O46 1.436
17 C 2.196 0.518 0.470  N43 1.318, N45 1.284, O52 1.391
18 O -1.039 1.627 2.755  H29 0.936, C37 1.409
19 H 2.183 1.645 -3.203  O46 0.978
20 O 2.024 -2.872 -0.738  C4 1.400, H42 0.961
21 H 0.089 -2.568 0.997  C8 1.085
22 H -0.069 -3.757 2.289  C8 1.117
23 H -3.297 3.022 2.953  C39 1.083
24 H -0.677 -2.193 2.674  C8 1.132
25 H 2.568 0.489 2.259  N45 0.985
26 H 1.840 -1.015 1.834  N45 1.007
27 H 0.734 -3.572 -3.629  C2 1.047
28 H 1.065 4.584 -0.439  O1 0.973
29 H -0.814 1.203 1.952  O18 0.936
30 H -2.214 1.271 4.470  C37 1.134
31 H 0.177 -0.244 0.208  O9 0.968
32 H -2.337 3.776 0.596  C53 1.122
33 C -0.237 3.119 -0.013  O1 1.435, H7 1.126, H48 1.053, C53 1.500
34 H -2.043 3.269 -1.084  C53 1.116
35 H 0.275 1.471 -4.473  C16 1.084
36 H -1.342 -1.367 -0.943  C38 1.056
37 C -2.213 1.119 3.346  H6 1.080, O18 1.409, H30 1.134, C39 1.572
38 C -1.526 -0.341 -0.777  H5 1.092, O9 1.389, H36 1.056, H49 1.056
39 C -3.442 1.955 2.833  H23 1.083, C37 1.572, H41 1.092, H47 1.095
40 H -0.267 0.201 -3.390  C16 1.066
41 H -3.664 1.817 1.773  C39 1.092
42 H 2.420 -3.358 -0.009  O20 0.961
43 N 1.725 -0.307 -0.444  C17 1.318, H50 1.051, H51 1.010
44 H 0.517 -2.141 -2.796  C2 1.099
45 N 2.273 -0.146 1.566  C17 1.284, H25 0.985, H26 1.007
46 O 1.538 1.003 -2.845  C16 1.436, H19 0.978
47 H -4.371 1.726 3.366  C39 1.095
48 H 0.085 2.865 0.957  C33 1.053
49 H -1.231 0.245 -1.604  C38 1.056
50 H 1.796 -1.355 -0.419  N43 1.051
51 H 1.707 0.162 -1.338  N43 1.010
52 O 2.651 1.817 0.268  C17 1.391
53 C -1.736 3.065 -0.031  H15 1.094, H32 1.122, C33 1.500, H34 1.116